DFT (the ωB97M-V functional and the def2-TZVPD basis) results for a cluster of 2 separate species, C4H5N3 in total at a distorted geometry.

Structure (XYZ):
```
12
Properties=species:S:1:pos:R:3
C -1.61 0.34 0.02
N -0.33 -0.33 -0.09
C 0.57 -0.20 0.79
C 2.59 -0.79 -2.64
N 1.55 -0.88 -2.12
C 0.47 0.62 1.99
N 0.41 1.29 2.92
H -1.75 0.87 0.97
H -2.40 -0.41 -0.10
H -1.69 1.05 -0.81
H 0.67 -0.86 -1.59
H 1.52 -0.71 0.64
```

total charge: 0
lowest unoccupied orbital energy: -0.62 eV
electronic energy: -8696.9059 eV
orbital gap: 10.64 eV
HOMO energy: -0.4137 hartree
relative energy (zero: lowest compared OMol25 entry of this formula, charge and spin): 2.9065 eV

DFT (the ωB97M-V functional and the def2-TZVPD basis) results for the ion CHF2OS2 with charge -1 at a distorted geometry.

Structure (XYZ):
```
7
Properties=species:S:1:pos:R:3
C 0.26 -0.28 0.70
O -2.14 0.43 1.56
F -0.06 -1.59 0.89
F 1.60 -0.20 0.94
S -0.33 2.60 1.03
S -0.78 0.89 1.88
H 0.07 -0.02 -0.35
```

total charge: -1
lowest unoccupied orbital energy: 3.87 eV
electronic energy: -30207.3062 eV
orbital gap: 7.41 eV
HOMO energy: -0.1301 hartree
relative energy (zero: lowest compared OMol25 entry of this formula, charge and spin): 0.0000 eV

DFT (the ωB97M-V functional and the def2-TZVPD basis) results for a cluster of 2 separate species, C17H20BClN3O6P in total at a distorted geometry.

Structure (XYZ):
```
49
Properties=species:S:1:pos:R:3
C 0.23 -0.94 0.48
N 1.03 0.31 0.22
C 1.21 1.00 1.55
B 0.42 1.21 -0.84
O 1.40 1.94 -1.72
C -1.17 1.49 -1.10
C -1.55 1.44 -2.73
O -0.81 0.90 -3.71
O -2.86 2.17 -2.83
C -3.27 2.86 -1.56
C -4.30 1.76 -0.92
C -5.01 0.53 -1.82
C -5.96 -0.49 -0.98
N -6.32 -0.54 0.46
C -5.73 0.53 1.32
C -4.74 1.65 0.67
C -1.77 3.00 -0.84
P -1.64 3.81 0.88
O -1.78 2.63 2.15
Cl 0.38 4.60 0.95
H 0.75 -1.54 1.34
H -0.85 -0.61 0.88
H 0.09 -1.61 -0.50
H 2.01 0.36 2.17
H 0.22 0.95 2.18
H 1.66 2.09 1.49
H 1.87 1.22 -2.25
H -1.79 0.55 -0.72
H -3.65 3.98 -1.69
H -4.82 0.43 -2.99
H -6.42 -1.37 -1.64
H -5.96 0.53 2.47
H -4.29 2.46 1.41
H -1.20 3.72 -1.57
H -2.24 3.12 2.90
C 6.58 -2.76 0.95
C 5.80 -1.79 0.31
C 4.48 -2.08 -0.03
C 3.95 -3.34 0.27
C 4.73 -4.31 0.91
C 6.05 -4.01 1.24
N 2.55 -3.63 -0.06
O 1.89 -2.75 -0.64
O 2.10 -4.74 0.25
H 7.61 -2.53 1.22
H 6.23 -0.82 0.09
H 3.89 -1.31 -0.53
H 4.33 -5.29 1.15
H 6.67 -4.76 1.74
```

total charge: 0
lowest unoccupied orbital energy: -0.73 eV
electronic energy: -57184.9881 eV
structure (SMILES): CN(C)B(O)[C@@H]1C(=O)O[C@@H](c2ccncc2)[C@H]1P(O)Cl.O=[N+]([O-])c1ccccc1
orbital gap: 8.16 eV
HOMO energy: -0.3266 hartree

DFT (the ωB97M-V functional and the def2-TZVPD basis) results for the ion C14H23ClNO2S with charge +1.

Structure (XYZ):
```
42
Properties=species:S:1:pos:R:3
C 1.33 -2.67 -0.12
H 2.34 -2.91 0.22
H 1.37 -2.32 -1.15
H 0.71 -3.56 -0.06
O 0.78 -1.61 0.64
C 0.61 -1.94 2.02
C 0.01 -0.73 2.74
C -1.37 -0.38 2.21
N -1.29 -0.01 0.78
C -2.56 -0.06 0.03
C -2.27 0.19 -1.45
H -1.97 1.22 -1.62
H -3.18 -0.01 -2.03
O -1.24 -0.71 -1.81
C -0.79 -0.59 -3.15
C 0.49 0.22 -3.28
H 1.29 -0.22 -2.68
H 0.80 0.26 -4.32
S 0.27 1.96 -2.74
C 0.89 1.93 -1.08
C 2.09 1.32 -0.73
C 2.56 1.38 0.57
C 1.84 2.07 1.53
C 0.65 2.71 1.20
C 0.18 2.63 -0.11
H -0.72 3.17 -0.39
H 0.12 3.28 1.94
Cl 2.43 2.16 3.16
H 3.49 0.91 0.83
H 2.69 0.83 -1.48
H -0.59 -1.61 -3.50
H -1.58 -0.16 -3.78
H -3.26 0.68 0.42
H -2.98 -1.06 0.16
H -0.84 0.93 0.67
H -0.61 -0.68 0.33
H -2.03 -1.24 2.29
H -1.81 0.45 2.77
H 0.68 0.12 2.63
H -0.07 -0.97 3.80
H -0.05 -2.81 2.11
H 1.58 -2.19 2.46
```

total charge: +1
lowest unoccupied orbital energy: -2.36 eV
electronic energy: -43827.8325 eV
structure (SMILES): COCCC[NH2+]CCOCCSc1ccc(Cl)cc1
orbital gap: 9.09 eV
HOMO energy: -0.4208 hartree
relative energy (zero: lowest compared OMol25 entry of this formula, charge and spin): 0.0000 eV

DFT (the ωB97M-V functional and the def2-TZVPD basis) results for an isolated molecule of C3H5FN2S at a distorted geometry.

Structure (XYZ):
```
12
Properties=species:S:1:pos:R:3
C -0.43 0.17 -0.16
C 0.55 -0.71 0.59
C 0.48 -1.04 1.87
H 1.91 0.44 -1.52
H 1.85 1.70 -0.40
H -0.60 1.56 -1.47
H 1.26 -1.73 2.18
H -0.40 -0.76 2.47
N 1.44 1.31 -1.26
N 0.12 0.99 -1.05
F 1.55 -1.14 -0.21
S -2.03 0.15 0.19
```

total charge: 0
lowest unoccupied orbital energy: 0.04 eV
electronic energy: -19723.2106 eV
structure (SMILES): C=C(F)C(=S)NN
orbital gap: 8.71 eV
HOMO energy: -0.3188 hartree
relative energy (zero: lowest compared OMol25 entry of this formula, charge and spin): 1.4150 eV

DFT (the ωB97M-V functional and the def2-TZVPD basis) results for a structure of composition C42H30Cl5InN5OS2Sb.

Structure (XYZ):
```
87
Properties=species:S:1:pos:R:3
In 0.22 -0.48 -0.07
N 2.84 -3.98 0.74
C 1.63 -3.46 0.91
N 1.68 -2.17 0.64
C 2.98 -1.96 0.27
N 3.72 -3.04 0.33
C 3.40 -0.64 -0.19
C 4.73 -0.29 -0.38
N 5.07 0.92 -0.77
C 4.09 1.80 -0.96
C 2.76 1.46 -0.78
N 2.41 0.23 -0.41
H 3.14 -4.94 0.85
H 0.76 -4.03 1.21
H 5.51 -1.02 -0.21
H 4.37 2.80 -1.27
H 1.97 2.18 -0.96
Cl -3.05 -0.40 0.04
C -2.45 -1.59 -1.08
C -1.07 -1.75 -1.19
C -0.60 -2.60 -2.17
Cl 1.12 -2.67 -2.44
C -1.45 -3.33 -2.99
Cl -0.83 -4.38 -4.19
C -2.83 -3.18 -2.84
Cl -3.90 -4.06 -3.84
C -3.34 -2.29 -1.89
Cl -5.03 -2.06 -1.74
S -0.12 0.79 2.00
Sb 0.63 -0.63 3.68
C -0.20 -2.54 3.41
C 0.33 -3.67 4.04
C -0.21 -4.92 3.78
C -1.28 -5.05 2.91
C -1.83 -3.92 2.30
C -1.30 -2.67 2.56
C 2.72 -0.69 3.53
C 3.46 -1.78 3.99
C 4.84 -1.76 3.90
C 5.49 -0.65 3.39
C 4.76 0.45 2.95
C 3.37 0.43 3.02
C -0.04 0.13 5.50
C -0.93 -0.63 6.26
C -1.39 -0.13 7.46
C -0.97 1.13 7.89
C -0.09 1.88 7.13
C 0.38 1.38 5.92
H 1.16 -3.59 4.73
H 0.20 -5.79 4.27
H -1.71 -6.03 2.71
H -2.69 -4.02 1.65
H -1.76 -1.79 2.12
H 2.97 -2.65 4.41
H 5.41 -2.61 4.25
H 6.57 -0.63 3.34
H 5.27 1.33 2.57
H 2.81 1.29 2.67
H -1.26 -1.61 5.92
H -2.07 -0.71 8.06
H -1.34 1.52 8.83
H 0.23 2.85 7.47
H 1.07 1.97 5.33
O -0.29 1.04 -1.56
S -0.79 2.37 -2.13
C -2.03 1.88 -3.31
C -2.10 0.57 -3.77
C -3.09 0.24 -4.68
C -3.99 1.21 -5.12
C -3.90 2.51 -4.65
C -2.92 2.86 -3.73
C 0.53 2.92 -3.17
C 0.96 4.23 -3.01
C 2.04 4.68 -3.77
C 2.66 3.82 -4.66
C 2.22 2.51 -4.81
C 1.15 2.05 -4.07
H -1.41 -0.17 -3.40
H -3.17 -0.77 -5.05
H -4.76 0.94 -5.83
H -4.60 3.26 -4.99
H -2.86 3.87 -3.35
H 0.47 4.89 -2.31
H 2.38 5.70 -3.66
H 3.50 4.18 -5.25
H 2.71 1.85 -5.51
H 0.79 1.04 -4.18
```

total charge: +2
lowest unoccupied orbital energy: -5.55 eV
electronic energy: -149520.8191 eV
orbital gap: 7.95 eV
HOMO energy: -0.4959 hartree
relative energy (zero: lowest compared OMol25 entry of this formula, charge and spin): 0.2329 eV

- What is the lowest unoccupied orbital energy in the sixth record?
  -5.55 eV

Repeat the fourth record exactly.
DFT (the ωB97M-V functional and the def2-TZVPD basis) results for the ion C14H23ClNO2S with charge +1.

Structure (XYZ):
```
42
Properties=species:S:1:pos:R:3
C 1.33 -2.67 -0.12
H 2.34 -2.91 0.22
H 1.37 -2.32 -1.15
H 0.71 -3.56 -0.06
O 0.78 -1.61 0.64
C 0.61 -1.94 2.02
C 0.01 -0.73 2.74
C -1.37 -0.38 2.21
N -1.29 -0.01 0.78
C -2.56 -0.06 0.03
C -2.27 0.19 -1.45
H -1.97 1.22 -1.62
H -3.18 -0.01 -2.03
O -1.24 -0.71 -1.81
C -0.79 -0.59 -3.15
C 0.49 0.22 -3.28
H 1.29 -0.22 -2.68
H 0.80 0.26 -4.32
S 0.27 1.96 -2.74
C 0.89 1.93 -1.08
C 2.09 1.32 -0.73
C 2.56 1.38 0.57
C 1.84 2.07 1.53
C 0.65 2.71 1.20
C 0.18 2.63 -0.11
H -0.72 3.17 -0.39
H 0.12 3.28 1.94
Cl 2.43 2.16 3.16
H 3.49 0.91 0.83
H 2.69 0.83 -1.48
H -0.59 -1.61 -3.50
H -1.58 -0.16 -3.78
H -3.26 0.68 0.42
H -2.98 -1.06 0.16
H -0.84 0.93 0.67
H -0.61 -0.68 0.33
H -2.03 -1.24 2.29
H -1.81 0.45 2.77
H 0.68 0.12 2.63
H -0.07 -0.97 3.80
H -0.05 -2.81 2.11
H 1.58 -2.19 2.46
```

total charge: +1
lowest unoccupied orbital energy: -2.36 eV
electronic energy: -43827.8325 eV
structure (SMILES): COCCC[NH2+]CCOCCSc1ccc(Cl)cc1
orbital gap: 9.09 eV
HOMO energy: -0.4208 hartree
relative energy (zero: lowest compared OMol25 entry of this formula, charge and spin): 0.0000 eV

- Number 3 is which compound?
  C17H20BClN3O6P